{
  "formula": "C3H12NO2",
  "method": "ωB97M-V/def2-TZVPD",
  "elements": ["C", "O", "C", "C", "N", "H", "H", "H", "H", "H", "H", "H", "H", "H", "H", "H", "H", "O"],
  "xyz": [[1.018, -1.072, -0.634], [1.528, -0.397, -1.764], [-0.475, -0.639, -0.542], [-1.316, -1.036, 0.650], [-0.587, 0.889, -0.732], [0.981, -2.160, -0.951], [1.485, -0.955, 0.234], [2.504, -0.310, -1.753], [-0.721, -0.983, -1.664], [-1.832, -2.091, 0.263], [-2.134, -0.363, 0.928], [-0.784, -1.205, 1.561], [-1.594, 1.053, -0.396], [0.172, 1.318, -0.101], [-0.352, 1.358, -1.692], [1.466, 2.131, 2.045], [0.175, 2.477, 2.664], [0.466, 1.983, 1.881]],
  "gap_ha": 0.42632,
  "e_homo_ev": -14.8,
  "total_charge": 1
}

{
  "formula": "C3H12NO2",
  "method": "ωB97M-V/def2-TZVPD",
  "elements": ["C", "C", "C", "N", "H", "H", "H", "H", "H", "H", "H", "H", "H", "H", "O", "H", "H", "O"],
  "xyz": [[1.369, 1.716, -0.638], [1.767, 0.243, -0.452], [0.668, -1.779, 0.238], [0.565, -0.512, 0.022], [0.409, 1.751, -1.144], [1.400, 2.204, 0.336], [2.147, 2.256, -1.173], [1.959, -0.252, -1.390], [2.570, 0.294, 0.281], [-0.128, -2.447, -0.082], [1.679, -2.099, 0.498], [-0.139, 0.068, 0.528], [-1.942, 1.589, 1.379], [-1.076, 0.946, 2.415], [-1.184, 0.998, 1.455], [-2.283, -0.129, -1.178], [-3.269, -1.071, -0.533], [-2.350, -1.016, -0.814]],
  "gap_ha": 0.36281,
  "e_homo_ev": -15.2,
  "total_charge": 1
}

{
  "formula": "C3H12NO2",
  "method": "ωB97M-V/def2-TZVPD",
  "elements": ["C", "C", "C", "N", "H", "H", "H", "H", "H", "H", "H", "H", "H", "H", "O", "H", "H", "O"],
  "xyz": [[-0.224, 2.348, -0.011], [-0.631, 1.543, 1.166], [-1.855, 1.398, 1.648], [0.296, 0.379, 1.431], [0.766, 2.741, 0.201], [-0.249, 1.856, -0.987], [-0.924, 3.157, -0.197], [-2.077, 0.852, 2.541], [-2.581, 2.108, 1.272], [-0.217, -0.370, 1.891], [1.079, 0.767, 1.955], [0.694, 0.019, 0.545], [0.892, -1.838, -1.116], [0.854, -0.580, -1.955], [0.745, -0.878, -1.046], [0.748, -4.349, -2.038], [1.350, -3.455, -3.076], [0.991, -3.423, -2.180]],
  "gap_ha": 0.41717,
  "e_homo_ev": -14.5,
  "total_charge": 1
}

{
  "formula": "C3H12NO2",
  "method": "ωB97M-V/def2-TZVPD",
  "elements": ["C", "O", "C", "C", "N", "H", "H", "H", "H", "H", "H", "H", "H", "H", "H", "H", "H", "O"],
  "xyz": [[-0.282, 0.895, -0.686], [-1.386, 0.965, -1.559], [-0.584, -0.196, 0.343], [0.360, -0.139, 1.523], [-1.986, 0.131, 0.844], [0.647, 0.615, -1.172], [-0.185, 1.823, -0.117], [-1.173, 1.479, -2.344], [-0.658, -1.215, -0.011], [1.355, -0.450, 1.200], [0.057, -0.827, 2.315], [0.444, 0.857, 1.953], [-1.944, 0.826, 1.589], [-2.538, 0.531, 0.076], [-2.442, -0.694, 1.228], [4.206, -1.392, -1.712], [2.829, -1.915, -2.027], [3.281, -1.294, -1.443]],
  "gap_ha": 0.40887,
  "e_homo_ev": -14.4,
  "total_charge": 1
}

{
  "formula": "C3H12NO2",
  "method": "ωB97M-V/def2-TZVPD",
  "elements": ["O", "C", "C", "N", "C", "H", "H", "H", "H", "H", "H", "H", "H", "H", "H", "H", "H", "O"],
  "xyz": [[-0.717, -0.923, 1.637], [-1.517, 0.192, 1.205], [-1.033, 0.559, -0.147], [0.452, 0.623, -0.148], [1.170, 1.049, -1.417], [-1.046, -1.217, 2.500], [-2.607, 0.013, 1.071], [-1.461, 0.996, 1.975], [-1.312, 1.622, -0.596], [-1.388, -0.070, -0.975], [0.886, -0.283, 0.146], [0.759, 1.118, 0.708], [0.965, 0.309, -2.202], [2.260, 1.126, -1.324], [0.880, 2.092, -1.423], [0.614, -2.699, 0.154], [1.925, -2.427, -0.824], [1.170, -2.080, -0.339]],
  "spin_multiplicity": 2,
  "s2": 0.7546,
  "gap_ha": [0.44641, 0.16766],
  "e_homo_ev": [-20.1, -19.9],
  "total_charge": 2
}

{
  "formula": "C3H12NO2S",
  "method": "ωB97M-V/def2-TZVPD",
  "elements": ["C", "O", "C", "C", "S", "N", "H", "H", "H", "H", "H", "H", "H", "H", "H", "H", "H", "H", "O"],
  "xyz": [[-0.855, 1.429, -0.584], [0.336, 1.738, -1.235], [-0.484, 0.210, 0.227], [-1.793, -0.697, 0.499], [-2.927, 0.255, 1.616], [0.526, -0.584, -0.585], [-1.067, 2.342, -0.137], [-1.696, 1.352, -1.306], [0.722, 2.660, -1.191], [-0.149, 0.499, 1.228], [-2.485, -0.659, -0.398], [-1.842, -1.740, 0.769], [-2.450, -0.288, 2.745], [0.937, -1.420, 0.049], [-0.036, -1.025, -1.400], [1.258, -0.098, -1.043], [4.183, -1.859, -0.193], [4.211, -0.845, 0.785], [3.610, -1.271, 0.154]],
  "gap_ha": 0.35422,
  "e_homo_ev": -12.9,
  "total_charge": 1
}

ΔE to the lowest compared entry with this formula, charge and spin? In order: 46.1 51.9 22.2 12.7 53.6 44.0 kcal/mol.